(1)
{"formula": "C24H26N4PbS2Si", "method": "ωB97M-V/def2-TZVPD", "species": ["C", "C", "C", "H", "C", "C", "H", "H", "H", "H", "Pb", "C", "H", "H", "H", "Si", "C", "C", "H", "C", "H", "C", "H", "C", "H", "C", "H", "C", "C", "H", "C", "H", "C", "H", "C", "H", "C", "H", "H", "H", "N", "C", "N", "C", "C", "S", "C", "C", "S", "C", "N", "N", "H", "H", "H", "H", "H", "H"], "xyz": [[0.267, -1.909, -1.214], [-1.064, -1.771, -1.685], [-1.201, -0.467, -2.250], [-1.819, -2.561, -1.688], [0.060, 0.195, -2.122], [0.966, -0.707, -1.502], [2.035, -0.542, -1.366], [0.707, -2.809, -0.784], [-2.082, -0.071, -2.759], [0.322, 1.179, -2.515], [-1.606, 0.594, 0.504], [-2.330, 4.908, 2.945], [-1.722, 5.620, 2.374], [-3.308, 5.331, 3.205], [-1.794, 4.523, 3.820], [-2.663, 3.195, 1.573], [-4.132, 2.276, 2.312], [-4.971, 1.450, 1.521], [-4.756, 1.285, 0.458], [-6.113, 0.858, 2.072], [-6.744, 0.218, 1.452], [-6.440, 1.074, 3.414], [-7.324, 0.602, 3.848], [-5.637, 1.905, 4.202], [-5.893, 2.099, 5.249], [-4.473, 2.472, 3.666], [-3.842, 3.108, 4.295], [-3.403, 4.183, 0.164], [-4.790, 4.437, 0.120], [-5.446, 4.052, 0.905], [-5.343, 5.194, -0.924], [-6.420, 5.366, -0.939], [-4.521, 5.741, -1.911], [-4.957, 6.328, -2.722], [-3.135, 5.551, -1.840], [-2.486, 6.009, -2.590], [-2.572, 4.810, -0.795], [-1.483, 4.743, -0.696], [-1.381, 7.119, 5.465], [-1.606, 6.907, 4.778], [0.801, 3.054, -0.716], [1.366, 2.223, 0.180], [0.710, 1.306, 0.880], [1.585, 0.472, 1.585], [2.909, 0.846, 1.459], [3.091, 2.185, 0.387], [1.053, -0.759, 2.086], [1.745, -1.852, 2.566], [0.738, -3.248, 2.672], [-0.585, -2.303, 2.044], [-0.298, -1.026, 1.824], [-1.765, -2.873, 1.767], [1.402, 3.766, -1.115], [-0.207, 3.189, -0.730], [3.722, 0.310, 1.931], [2.804, -1.833, 2.797], [-1.878, -3.854, 1.991], [-2.524, -2.345, 1.352]], "forces_ev_per_angstrom": [[-1.6, -0.5, -0.7], [1.4, -1.8, 1.8], [0.0, 1.9, 0.9], [0.3, 0.4, 0.0], [0.8, 0.0, 0.4], [-0.6, 0.8, -0.9], [-0.4, 0.0, 0.1], [-0.2, 0.3, -0.1], [0.3, -0.2, 0.0], [-0.2, -0.5, 0.1], [1.4, -0.4, -0.9], [1.1, -1.9, -0.9], [-0.2, -0.3, 0.2], [0.1, -0.5, -0.4], [-0.2, 0.4, -0.2], [-2.6, 3.0, 2.1], [0.1, -0.6, 0.1], [0.0, 0.0, 0.4], [-0.1, 0.1, 0.3], [0.3, 0.0, -0.2], [0.2, 0.2, 0.2], [0.2, 0.3, 0.2], [0.3, 0.2, -0.2], [0.2, -0.1, -0.1], [0.1, -0.1, -0.4], [-0.1, 0.0, -0.1], [-0.3, -0.3, -0.2], [0.7, 0.0, -0.7], [-0.1, -0.2, -0.4], [0.2, 0.0, -0.4], [0.3, 0.0, 0.4], [0.3, 0.0, 0.0], [0.1, -0.2, 0.2], [0.2, -0.2, 0.2], [0.3, 0.1, 0.2], [-0.2, -0.1, 0.2], [-0.6, -0.1, -0.2], [-0.4, 0.1, -0.2], [-0.1, -0.1, -0.3], [0.1, 0.1, 0.4], [0.0, 0.4, 0.2], [0.2, -0.7, 0.3], [-0.1, 0.2, -0.6], [1.7, 1.6, -0.9], [-1.5, -0.9, 0.5], [-0.5, -0.2, 0.4], [0.0, -2.2, 0.6], [-0.4, 1.7, -0.5], [-0.2, 0.6, -0.1], [0.2, 0.2, -0.1], [-0.3, -0.2, -0.2], [0.0, -0.1, 0.2], [-0.5, 0.0, 0.0], [0.6, 0.0, -0.1], [0.2, 0.3, -0.3], [-0.3, -0.4, 0.1], [-0.3, 0.3, -0.2], [0.3, -0.4, 0.2]], "mulliken_charge": [-0.4690, -0.5413, -0.8379, 0.5100, -0.5318, -0.1474, 0.5242, 0.5411, 0.5527, 0.5341, 1.0920, -1.5286, 0.4774, 0.5167, 0.5053, -0.1240, 0.5157, -0.1238, 0.5216, -0.8271, 0.4312, -0.4456, 0.4114, -0.6416, 0.4010, -0.3833, 0.3608, 0.8716, -0.1020, 0.3567, -0.7183, 0.4093, -0.4578, 0.4074, -0.8157, 0.4141, -0.4616, 0.4363, 0.2103, -0.2089, -0.2174, 0.3663, 0.1499, -0.2321, -0.3612, -0.1387, -0.0578, -0.2959, -0.1293, 0.5019, -0.1138, -0.3249, 0.2516, -0.1450, 0.4173, 0.3866, 0.2243, 0.0830], "energy_ha": -2427.20953, "charge": 2, "lumo_energy_ev": [-9.2, -9.2], "relative_energy_ev": 1.450}


(2)
{"formula": "C24H27AlN2O4PSe2", "method": "ωB97M-V/def2-TZVPD", "species": ["Al", "O", "C", "O", "C", "P", "C", "C", "C", "C", "C", "C", "C", "C", "C", "C", "C", "C", "H", "H", "H", "H", "H", "H", "H", "H", "H", "H", "H", "H", "C", "Se", "C", "C", "Se", "C", "H", "H", "H", "H", "H", "H", "H", "H", "H", "H", "O", "N", "N", "O", "C", "C", "C", "C", "C", "C", "H", "H", "H", "H", "H"], "xyz": [[1.587, 0.371, -0.459], [4.488, -0.914, 1.871], [3.350, -0.662, 1.611], [3.002, -0.062, 0.448], [2.202, -0.943, 2.570], [0.565, -0.733, 1.776], [0.143, -2.392, 1.159], [1.123, -3.345, 0.898], [0.781, -4.556, 0.308], [-0.538, -4.821, -0.026], [-1.523, -3.870, 0.223], [-1.184, -2.659, 0.806], [-0.566, -0.405, 3.151], [-1.217, -1.412, 3.860], [-2.027, -1.081, 4.938], [-2.188, 0.247, 5.314], [-1.536, 1.254, 4.613], [-0.733, 0.929, 3.530], [2.279, -0.228, 3.389], [2.327, -1.932, 3.001], [2.163, -3.157, 1.148], [1.551, -5.294, 0.114], [-0.801, -5.768, -0.482], [-2.556, -4.075, -0.037], [-1.956, -1.916, 0.990], [-1.087, -2.451, 3.582], [-2.530, -1.867, 5.490], [-2.824, 0.496, 6.154], [-1.656, 2.290, 4.910], [-0.231, 1.718, 2.976], [4.510, 2.298, -0.912], [3.246, 1.397, -2.076], [2.545, 2.982, -2.980], [1.881, 2.639, -4.298], [0.310, 1.490, -4.143], [1.115, -0.156, -4.807], [4.010, 3.081, -0.351], [5.294, 2.711, -1.536], [4.917, 1.547, -0.240], [3.417, 3.610, -3.145], [1.868, 3.479, -2.291], [2.569, 2.130, -4.967], [1.553, 3.558, -4.779], [1.431, -0.020, -5.837], [0.341, -0.919, -4.763], [1.948, -0.458, -4.180], [0.744, -0.768, -1.589], [-0.541, -0.508, -1.657], [-0.827, 0.633, -1.178], [0.124, 1.438, -0.676], [-2.209, 1.087, -1.129], [-2.580, 1.934, -0.102], [-3.904, 2.334, -0.026], [-4.823, 1.889, -0.965], [-4.422, 1.042, -1.991], [-3.103, 0.633, -2.083], [-1.845, 2.268, 0.617], [-4.216, 2.994, 0.774], [-5.855, 2.208, -0.905], [-5.138, 0.705, -2.729], [-2.769, -0.020, -2.881]], "forces_ev_per_angstrom": [[0.1, 0.1, 0.3], [-0.1, 0.0, -0.1], [-0.1, 0.2, -0.2], [0.2, -0.2, 0.2], [-0.1, 0.0, -0.2], [0.1, -0.4, -0.2], [-0.1, 0.0, 0.0], [0.1, 0.0, 0.0], [0.0, 0.0, 0.0], [0.0, 0.0, 0.0], [0.0, 0.0, 0.0], [0.0, 0.0, -0.1], [0.0, 0.2, -0.1], [0.0, 0.0, 0.1], [0.0, 0.0, 0.0], [0.0, 0.0, 0.0], [0.0, 0.0, 0.0], [-0.1, 0.0, 0.0], [0.0, 0.1, 0.1], [0.1, -0.1, 0.1], [-0.1, 0.0, 0.0], [0.0, 0.1, 0.0], [0.0, 0.0, 0.0], [0.1, 0.0, 0.0], [0.0, -0.1, 0.0], [0.0, 0.0, 0.0], [0.0, 0.1, 0.0], [0.0, 0.0, 0.0], [0.0, -0.1, 0.0], [0.0, 0.0, 0.0], [0.0, 0.0, 0.1], [0.0, -0.1, 0.0], [-0.1, -0.1, 0.0], [-0.1, 0.0, 0.1], [0.0, 0.0, -0.2], [0.0, 0.1, 0.0], [0.0, 0.0, 0.0], [0.1, 0.0, 0.0], [0.0, 0.0, 0.0], [0.1, 0.1, 0.0], [-0.1, 0.1, 0.0], [0.1, 0.0, -0.1], [0.0, 0.1, 0.0], [0.0, 0.0, 0.0], [0.0, 0.0, 0.0], [0.0, 0.0, 0.0], [-0.5, -0.1, 0.1], [0.3, 0.8, 0.4], [0.0, -0.2, 0.1], [-0.5, -0.4, -0.2], [0.5, -0.2, 0.0], [0.1, 0.1, 0.1], [0.0, 0.0, 0.0], [0.0, 0.0, 0.0], [-0.1, 0.0, 0.0], [0.1, -0.1, -0.2], [0.0, 0.0, 0.0], [0.0, 0.0, 0.0], [0.0, 0.0, 0.0], [0.0, 0.0, 0.0], [0.0, 0.0, 0.1]], "mulliken_charge": [0.0472, -0.5712, 0.4041, -0.4196, -1.1071, 1.1938, 0.3737, -0.5559, -0.8109, -0.5349, -0.8410, -0.3592, 0.5414, -0.2907, -0.7233, -0.4765, -0.7767, -0.4539, 0.5429, 0.5480, 0.2890, 0.4323, 0.4140, 0.4145, 0.5731, 0.4350, 0.4198, 0.4081, 0.4228, 0.3854, -1.0755, 0.3367, -0.6021, -1.0352, 0.1214, -0.9121, 0.3560, 0.4070, 0.3208, 0.4929, 0.3959, 0.4128, 0.4342, 0.3613, 0.3320, 0.2573, -0.1162, -0.5494, 1.4485, -0.0562, 0.1415, -0.3021, -0.7507, -0.4796, -0.6657, -0.3584, 0.4558, 0.4134, 0.4151, 0.4047, 0.4716], "energy_ha": -6727.72133, "charge": 1, "lumo_energy_ev": -3.2}


- The lowest charge belongs to which entry?
  C24H27AlN2O4PSe2